{"formula": "C39H25Cl3F3IrN2O6SSb", "method": "ωB97M-V/def2-TZVPD", "elements": ["Ir", "O", "C", "C", "O", "C", "C", "O", "C", "O", "O", "Cl", "C", "C", "C", "C", "C", "C", "N", "C", "C", "N", "C", "O", "C", "C", "C", "Cl", "S", "C", "C", "C", "Cl", "C", "H", "H", "H", "H", "H", "H", "H", "H", "H", "H", "H", "H", "H", "F", "C", "C", "C", "C", "C", "C", "Sb", "C", "C", "C", "C", "F", "C", "C", "C", "C", "C", "C", "F", "C", "C", "H", "H", "H", "H", "H", "H", "H", "H", "H", "H", "H", "H"], "xyz": [[1.88854, 1.53935, 1.47915], [-0.44998, 2.25471, 7.35886], [0.06192, 2.11041, 6.33412], [0.60827, 0.71011, 5.66618], [0.48112, -0.32639, 6.19096], [1.16618, 1.11400, 4.34211], [0.93191, 2.51193, 4.05051], [1.19698, 2.99261, 2.94007], [0.39466, 3.26827, 5.20736], [0.20710, 4.40523, 5.41040], [1.74045, 0.37883, 3.54068], [-0.78447, 2.37397, -5.28971], [0.29966, 1.14691, -4.74585], [1.36140, 0.74846, -5.53632], [2.20369, -0.24199, -5.06388], [2.03685, -0.84947, -3.81855], [3.08526, -1.88174, -3.42197], [4.24668, -1.25994, -2.66278], [3.85941, -0.83653, -1.31490], [3.92253, -1.63096, -0.18888], [3.45199, -0.88754, 0.83456], [3.08099, 0.35910, 0.32712], [3.33174, 0.33335, -0.98119], [2.63151, -2.94655, -2.63683], [1.72588, -3.81541, -3.31609], [1.28236, -4.87633, -2.35916], [0.19329, -5.65200, -2.57745], [-0.86348, -5.54361, -3.92544], [-0.05468, -6.80681, -1.34091], [1.31908, -6.25348, -0.49237], [1.93685, -5.23211, -1.14055], [0.94411, -0.42688, -3.05817], [0.54361, -1.11590, -1.49514], [0.08250, 0.55848, -3.51429], [1.51840, 1.19351, -6.50901], [3.02735, -0.56539, -5.69121], [3.52226, -2.25793, -4.35734], [4.63582, -0.39998, -3.20399], [5.03999, -1.99635, -2.55761], [4.31496, -2.63234, -0.22158], [3.37703, -1.12798, 1.88123], [3.18229, 1.14837, -1.67114], [2.21511, -4.25007, -4.19580], [0.85853, -3.24964, -3.67262], [1.60917, -6.72525, 0.43322], [2.83250, -4.74765, -0.77988], [-0.76652, 0.85745, -2.92031], [-5.32557, 0.61606, -3.43401], [-4.34902, 0.80427, -2.54981], [-3.75863, -0.30471, -1.96795], [-2.73907, -0.10689, -1.05144], [-2.34062, 1.19052, -0.73229], [-2.94955, 2.29189, -1.32564], [-3.96963, 2.09837, -2.24463], [-0.86989, 1.45590, 0.76269], [-1.53851, 3.25362, 1.65623], [-1.16068, 4.44572, 1.03656], [-1.54665, 5.67053, 1.56203], [-2.30346, 5.68200, 2.71783], [-2.67875, 6.85243, 3.23046], [-2.68480, 4.52151, 3.36435], [-2.29397, 3.30185, 2.82710], [-1.48385, -0.10541, 2.04855], [-2.77975, -0.14311, 2.57321], [-3.18735, -1.20355, 3.36732], [-2.29128, -2.22997, 3.61119], [-2.67890, -3.25180, 4.37241], [-1.01287, -2.24124, 3.08448], [-0.61555, -1.16902, 2.29853], [-4.09886, -1.29612, -2.23633], [-2.27421, -0.96639, -0.58285], [-2.64743, 3.30225, -1.08150], [-4.47313, 2.93130, -2.71641], [-0.55503, 4.43594, 0.13573], [-1.27066, 6.60608, 1.09397], [-3.28462, 4.58686, 4.26311], [-2.60786, 2.39072, 3.31953], [-3.49354, 0.63653, 2.33917], [-4.18710, -1.25695, 3.77791], [-0.35772, -3.07902, 3.28515], [0.37771, -1.18903, 1.85974]], "orbital_gap_ev": [4.78, 2.49], "e_tot_ha": -4484.2997, "charge": 2, "fmax_ev_per_a": 0.6, "spin_multiplicity": 6, "s_squared": 8.79}